C2H4N2O5 | the ωB97M-V functional and the def2-TZVPD basis

Last column: natural (NBO) charge in e.
Atoms and positions in Å:
C  -1.283  0.438  -0.603  -0.68
C  -0.041  -0.282  -0.183  0.43
O  0.314  -1.376  -0.859  -0.66
N  1.291  0.799  -0.278  0.52
O  1.043  1.952  -0.121  -0.34
O  2.315  0.236  -0.503  -0.34
N  0.031  -0.509  1.302  0.49
O  -0.495  0.296  2.024  -0.33
O  0.686  -1.474  1.634  -0.38
H  -2.134  0.074  -0.030  0.25
H  -1.461  0.265  -1.659  0.25
H  -1.178  1.506  -0.415  0.27
H  0.911  -1.926  -0.308  0.52

The value obtained for the total energy is -15350.6880 eV. The total charge is 0. Its spin multiplicity is 1. The relative energy (zero: lowest compared OMol25 entry of this formula, charge and spin) is 449.52 kJ/mol. Its SMILES is CC(O)([N+](=O)[O-])[N+](=O)[O-]. For the frontier orbital gap, the calculation gives 0.3727 Ha.

---

C2H4N2OS | the ωB97M-V functional and the def2-TZVPD basis

Last column: natural (NBO) charge in e.
Atoms and positions in Å:
O  1.598  3.248  1.329  -0.40
N  1.117  2.189  0.933  0.30
N  0.721  1.186  1.530  -0.22
C  0.275  0.095  0.769  -0.25
C  -0.012  0.444  -0.724  -0.51
S  0.793  2.118  -0.948  0.21
H  -0.554  -0.466  1.101  0.23
H  1.111  -0.773  0.943  0.21
H  0.459  -0.215  -1.293  0.22
H  -0.993  0.525  -0.868  0.21

The value obtained for the total energy is -17997.9189 eV. The total charge is 0. Its spin multiplicity is 1. The relative energy (zero: lowest compared OMol25 entry of this formula, charge and spin) is 457.38 kJ/mol. Its SMILES is [O-][N+]1=NCCS1. For the frontier orbital gap, the calculation gives 0.3622 Ha.

---

C2H4N2OS | the ωB97M-V functional and the def2-TZVPD basis

Last column: natural (NBO) charge in e.
Atoms and positions in Å:
S  -2.196  1.644  -0.185  0.05
N  -0.811  0.781  -0.147  -0.25
N  0.376  1.124  -0.747  -0.17
C  1.265  -0.008  -0.311  0.02
O  0.659  -0.574  0.806  -0.49
C  -0.708  -0.518  0.527  0.05
H  1.327  -0.628  -1.207  0.17
H  2.244  0.270  0.055  0.21
H  -1.255  -0.821  1.456  0.24
H  -0.902  -1.270  -0.249  0.18

The value obtained for the total energy is -17998.7117 eV. The total charge is 0. Its spin multiplicity is 1. The relative energy (zero: lowest compared OMol25 entry of this formula, charge and spin) is 380.89 kJ/mol. Its SMILES is [S-][N+]1=NCOC1. For the frontier orbital gap, the calculation gives 0.2934 Ha.

---

C2H4N2OS | the ωB97M-V functional and the def2-TZVPD basis

Last column: natural (NBO) charge in e.
Atoms and positions in Å:
N  -1.363  -0.748  0.027  -0.80
C  -0.446  0.241  -0.123  0.23
C  0.738  0.344  0.681  -0.24
S  1.346  -0.975  1.655  -0.04
N  -0.190  0.995  -1.274  -0.15
O  -1.214  1.168  -2.354  -0.60
H  -1.139  -1.440  0.752  0.43
H  -2.144  -0.646  -0.507  0.41
H  1.387  1.361  0.629  0.26
H  -0.802  1.749  -3.145  0.49

The value obtained for the total energy is -17997.7970 eV. The total charge is 0. Its spin multiplicity is 1. The relative energy (zero: lowest compared OMol25 entry of this formula, charge and spin) is 469.15 kJ/mol. Its SMILES is N/C(C=S)=N\O. For the frontier orbital gap, the calculation gives 0.2746 Ha.

---

C2H4N2OS | the ωB97M-V functional and the def2-TZVPD basis

Last column: Mulliken spin population.
Atoms and positions in Å:
C  -0.662  0.858  -0.278  0.12
C  -1.849  0.340  -0.452  0.49
N  0.451  1.296  -0.114  0.29
N  0.765  -1.695  0.099  0.29
O  2.926  -0.478  0.434  0.26
S  1.790  -0.729  -0.438  0.46
H  -2.728  0.748  -1.123  0.03
H  -2.137  -0.348  0.248  0.03
H  0.941  1.990  0.577  0.01
H  0.502  -1.983  1.046  0.02

The value obtained for the total energy is -17994.3687 eV. The total charge is 0. Its spin multiplicity is 3. The relative energy (zero: lowest compared OMol25 entry of this formula, charge and spin) is 397.08 kJ/mol. The expectation value of S² is 2.019. For the frontier orbital gap (alpha / beta), the calculation gives 0.2066 / 0.1990 Ha.

---

C2H4N2OS2 | the ωB97M-V functional and the def2-TZVPD basis

Last column: natural (NBO) charge in e.
Atoms and positions in Å:
N  1.813  -0.953  -0.716  -0.84
C  0.709  -0.421  -1.287  0.36
S  0.504  0.203  -2.799  -0.09
O  -0.154  -0.103  -0.247  -0.50
C  -0.206  -0.789  0.863  0.37
N  -0.511  -0.376  1.976  -0.59
S  -1.445  1.072  2.297  0.13
H  2.171  -1.317  0.301  0.44
H  2.596  -0.782  -1.323  0.41
H  0.436  -1.729  0.915  0.15
H  -1.051  0.811  3.828  0.16

The value obtained for the total energy is -28833.9725 eV. The total charge is 0. Its spin multiplicity is 1. The relative energy (zero: lowest compared OMol25 entry of this formula, charge and spin) is 300.13 kJ/mol. Its SMILES is NC(=S)O/C=N\S. For the frontier orbital gap, the calculation gives 0.3360 Ha.

---

C2H4N2OS2 | the ωB97M-V functional and the def2-TZVPD basis

Last column: natural (NBO) charge in e.
Atoms and positions in Å:
S  -3.564  -0.308  0.131  0.07
N  -1.733  -0.528  -0.027  -0.56
C  -1.265  0.586  -0.031  0.38
O  0.056  0.935  0.069  -0.50
C  1.147  -0.005  -0.059  0.35
N  2.311  0.540  -0.008  -0.54
S  3.697  -0.594  0.073  0.11
H  -3.954  -1.780  -0.099  0.17
H  -2.043  1.473  -0.241  0.16
H  0.880  -1.010  -0.436  0.19
H  4.468  0.692  0.627  0.18

The value obtained for the total energy is -28832.8606 eV. The total charge is 0. Its spin multiplicity is 1. The relative energy (zero: lowest compared OMol25 entry of this formula, charge and spin) is 407.42 kJ/mol. Its SMILES is S/N=C/O/C=N/S. For the frontier orbital gap, the calculation gives 0.3424 Ha.

---

C2H4N2OS2 | the ωB97M-V functional and the def2-TZVPD basis

Last column: natural (NBO) charge in e.
Atoms and positions in Å:
S  -1.967  -1.982  -1.533  -0.14
C  -0.653  -0.948  -1.450  -0.05
N  0.227  -0.930  -0.453  -0.30
O  1.334  -0.056  -0.488  -0.35
C  1.167  1.039  0.320  0.36
N  0.349  1.277  1.224  -0.62
S  -0.991  0.340  1.744  0.19
H  -0.450  -0.213  -2.145  0.19
H  0.328  -1.678  0.178  0.41
H  2.003  1.746  0.142  0.19
H  -1.347  1.405  2.462  0.12

The value obtained for the total energy is -28833.8730 eV. The total charge is 0. Its spin multiplicity is 1. The relative energy (zero: lowest compared OMol25 entry of this formula, charge and spin) is 309.74 kJ/mol. Its SMILES is S=CNO/C=N\S. For the frontier orbital gap, the calculation gives 0.3372 Ha.

---

C2H4N2OS2 | the ωB97M-V functional and the def2-TZVPD basis

Last column: natural (NBO) charge in e.
Atoms and positions in Å:
O  -2.680  -0.535  -0.304  -0.57
N  -1.569  -1.162  0.279  -0.15
C  -0.538  -0.402  0.216  0.27
C  -0.579  0.979  -0.379  -0.36
S  0.370  2.125  0.143  0.17
N  0.622  -0.870  0.775  -0.73
S  1.968  -0.958  -0.303  0.18
H  -3.316  -1.200  -0.227  0.48
H  -1.266  1.075  -1.207  0.23
H  0.553  -1.753  1.283  0.41
H  1.386  -1.739  -1.260  0.09

The value obtained for the total energy is -28833.9966 eV. The total charge is 0. Its spin multiplicity is 1. The relative energy (zero: lowest compared OMol25 entry of this formula, charge and spin) is 297.81 kJ/mol. Its SMILES is O/N=C(\C=S)NS. For the frontier orbital gap, the calculation gives 0.2976 Ha.

---

C2H4N2P2 | the ωB97M-V functional and the def2-TZVPD basis

Last column: natural (NBO) charge in e.
Atoms and positions in Å:
P  2.060  0.841  0.205  0.34
C  0.359  0.184  0.079  -0.82
C  0.015  -1.287  0.087  -0.03
N  -1.254  -1.441  -0.029  -0.21
N  -1.963  -0.342  0.134  -0.61
P  -1.016  1.106  0.407  0.78
H  1.856  2.195  0.390  -0.02
H  2.218  1.126  -1.133  -0.03
H  0.642  -2.031  -0.166  0.20
H  -2.916  -0.350  0.026  0.40

The value obtained for the total energy is -23694.8576 eV. The total charge is 0. Its spin multiplicity is 1. The relative energy (zero: lowest compared OMol25 entry of this formula, charge and spin) is 6.14 kJ/mol. Its SMILES is Pc1cn[nH]p1. For the frontier orbital gap, the calculation gives 0.3464 Ha.

---

C2H4N2P2 | the ωB97M-V functional and the def2-TZVPD basis

Last column: natural (NBO) charge in e.
Atoms and positions in Å:
C  -0.914  -1.673  1.172  -0.10
C  0.963  1.701  -0.878  -0.02
N  -0.064  -1.977  0.340  -0.80
N  0.702  1.228  -2.041  -0.59
P  0.792  -2.095  -0.918  0.63
P  -1.508  -0.712  2.396  0.27
H  -0.083  1.491  -2.418  0.32
H  1.687  1.220  -0.393  0.15
H  0.625  2.617  -0.506  0.15
H  -2.199  -1.801  3.248  -0.01

The value obtained for the total energy is -23691.2090 eV. The total charge is 0. Its spin multiplicity is 1. The relative energy (zero: lowest compared OMol25 entry of this formula, charge and spin) is 358.18 kJ/mol. For the frontier orbital gap (alpha / beta), the calculation gives 0.2180 / 0.2175 Ha.

---

C2H4N2S2 | the ωB97M-V functional and the def2-TZVPD basis

Last column: natural (NBO) charge in e.
Atoms and positions in Å:
N  2.120  -0.418  -0.374  -0.70
N  0.640  -0.489  0.005  -0.26
C  0.285  0.713  0.099  -0.09
S  -1.451  1.244  -0.114  0.29
C  -2.321  -0.407  0.243  -0.37
S  -4.042  -0.222  -0.229  -0.02
H  2.688  0.501  -0.266  0.36
H  2.605  -1.235  -0.108  0.37
H  1.138  1.591  0.160  0.18
H  -1.663  -1.279  0.586  0.25

The value obtained for the total energy is -26785.4246 eV. The total charge is 0. Its spin multiplicity is 1. The relative energy (zero: lowest compared OMol25 entry of this formula, charge and spin) is 442.87 kJ/mol. Its SMILES is N/N=C/SC=S. For the frontier orbital gap, the calculation gives 0.2836 Ha.